(1)
{"formula": "C27H23BrCrN6O4SSe", "method": "ωB97M-V/def2-TZVPD", "species": ["Cr", "O", "C", "C", "C", "C", "C", "C", "C", "N", "N", "C", "O", "C", "C", "C", "C", "C", "C", "H", "H", "H", "H", "H", "H", "H", "H", "H", "H", "Br", "C", "C", "C", "C", "C", "N", "C", "O", "O", "H", "H", "H", "C", "N", "C", "N", "S", "H", "H", "H", "H", "H", "H", "Se", "C", "C", "C", "N", "C", "C", "H", "H", "H", "H"], "xyz": [[-0.1216, 0.1200, 0.2557], [-1.5774, 0.6591, 1.2369], [-1.9453, 0.4776, 2.4885], [-3.2505, 0.8348, 2.8627], [-3.6945, 0.6445, 4.1548], [-2.8509, 0.1132, 5.1296], [-1.5521, -0.2003, 4.7836], [-1.0784, -0.0282, 3.4797], [0.3295, -0.2596, 3.2100], [0.8436, -0.1385, 2.0506], [2.2280, -0.2482, 1.9811], [2.5848, -0.1779, 0.7330], [1.7607, -0.0353, -0.2505], [4.0332, -0.2619, 0.4035], [5.0003, -0.2351, 1.4048], [6.3440, -0.3081, 1.0740], [6.7311, -0.4116, -0.2569], [5.7684, -0.4385, -1.2557], [4.4222, -0.3606, -0.9274], [-3.8847, 1.2858, 2.1089], [-4.7096, 0.9229, 4.4132], [-3.2014, -0.0336, 6.1430], [-0.8679, -0.5883, 5.5310], [0.9943, -0.4774, 4.0431], [4.6810, -0.1587, 2.4351], [7.0929, -0.2841, 1.8561], [7.7821, -0.4721, -0.5127], [6.0647, -0.5200, -2.2942], [3.6563, -0.3768, -1.6910], [0.3747, 3.1489, 2.5206], [0.7512, 3.2479, 0.6716], [1.4001, 4.3792, 0.1977], [1.6110, 4.4845, -1.1631], [1.1375, 3.4875, -1.9992], [0.5118, 2.3998, -1.4280], [0.3507, 2.2596, -0.1054], [-0.1010, 1.3112, -2.2888], [-0.1361, 1.4617, -3.4993], [-0.5847, 0.3189, -1.6320], [1.7136, 5.1464, 0.8892], [2.1233, 5.3491, -1.5662], [1.2221, 3.5232, -3.0753], [-3.9219, -1.1051, -1.2135], [-3.8899, 0.3198, -0.9537], [-3.4292, 1.2476, -1.8057], [-3.1343, 0.8305, -3.0635], [-3.2717, 2.8507, -1.3326], [-4.5720, -1.5772, -0.4789], [-2.9340, -1.5577, -1.1408], [-4.3439, -1.2967, -2.2006], [-3.8839, 0.6267, 0.0038], [-2.7875, -0.1144, -3.1518], [-2.5846, 1.4954, -3.5862], [-0.5572, -2.3373, 0.5011], [-0.9357, -3.1847, -1.1564], [-1.5767, -4.4266, -1.1406], [-1.8763, -5.0637, -2.3321], [-1.5933, -4.5729, -3.5399], [-0.9678, -3.3940, -3.5486], [-0.6185, -2.6746, -2.4164], [-1.8488, -4.8894, -0.2001], [-2.3805, -6.0261, -2.3136], [-0.7267, -2.9899, -4.5276], [-0.1225, -1.7215, -2.5148]], "forces_ev_per_a": [[0.176, -0.157, 0.092], [-0.009, 0.263, 0.000], [-0.092, -0.081, -0.017], [0.074, -0.041, -0.027], [-0.050, 0.018, 0.007], [0.014, -0.007, 0.004], [0.002, -0.014, -0.006], [0.060, 0.021, 0.007], [-0.123, 0.018, 0.129], [0.066, -0.159, -0.118], [-0.053, -0.002, -0.001], [0.015, -0.104, -0.055], [-0.069, 0.190, 0.070], [-0.032, -0.006, 0.010], [0.029, -0.023, 0.007], [-0.022, 0.005, 0.004], [0.005, -0.001, 0.003], [-0.012, 0.002, -0.008], [0.011, 0.015, -0.008], [-0.017, 0.003, 0.032], [0.012, -0.004, -0.004], [0.004, 0.001, -0.018], [-0.009, 0.011, -0.006], [0.000, 0.004, 0.010], [-0.004, 0.000, -0.006], [-0.002, -0.005, -0.006], [-0.011, 0.004, -0.001], [0.000, -0.002, 0.010], [0.009, -0.003, -0.005], [0.023, -0.008, 0.012], [-0.024, -0.019, -0.055], [-0.047, -0.004, 0.097], [0.026, 0.021, -0.100], [-0.010, 0.041, -0.003], [-0.087, -0.001, -0.024], [0.066, -0.041, 0.005], [-0.063, 0.073, 0.069], [0.031, -0.025, -0.047], [-0.055, -0.216, -0.041], [0.006, 0.001, 0.000], [-0.013, -0.002, 0.004], [0.001, 0.007, 0.007], [-0.076, 0.008, -0.012], [0.014, 0.029, -0.028], [0.040, -0.041, 0.006], [-0.055, -0.022, -0.033], [-0.003, 0.158, -0.042], [0.037, -0.002, 0.021], [0.070, -0.031, -0.018], [-0.011, 0.010, 0.002], [-0.003, -0.028, 0.038], [0.035, 0.002, 0.005], [0.010, 0.010, 0.003], [0.190, 0.121, 0.042], [-0.102, -0.040, -0.056], [-0.030, -0.012, -0.010], [0.011, 0.006, -0.009], [0.019, 0.020, 0.037], [0.002, -0.012, -0.006], [0.026, -0.008, 0.040], [0.001, 0.022, 0.006], [0.005, 0.008, -0.008], [-0.007, -0.008, 0.002], [0.003, 0.035, 0.001]], "e_lumo_ha": [0.0861, 0.0852], "e_tot_ha": -8090.5195, "e_above_lowest_ev": 0.0074, "total_charge": -1, "multiplicity": 2, "s2": 0.762}

=====

(2)
{"formula": "C27H23BrCsN4O5S", "method": "ωB97M-V/def2-TZVPD", "species": ["Cs", "C", "C", "C", "C", "C", "Br", "N", "C", "H", "H", "H", "H", "H", "H", "N", "C", "C", "C", "C", "C", "C", "S", "O", "O", "O", "H", "H", "H", "H", "H", "H", "O", "C", "N", "C", "C", "O", "N", "C", "C", "C", "C", "C", "C", "C", "C", "C", "C", "C", "C", "H", "H", "H", "H", "H", "H", "H", "H", "H", "H", "H"], "xyz": [[1.3291, -1.6534, -1.0752], [3.1192, -1.3223, 5.1740], [3.6928, -1.3409, 3.7832], [4.9644, -0.8532, 3.4984], [5.4481, -0.8665, 2.2046], [4.6130, -1.3869, 1.2304], [5.2222, -1.4463, -0.5673], [3.3925, -1.8294, 1.4490], [2.9519, -1.8102, 2.7107], [3.9112, -1.2999, 5.9217], [2.5004, -2.2006, 5.3597], [2.4948, -0.4396, 5.3270], [5.5785, -0.4432, 4.2922], [6.4019, -0.4350, 1.9337], [1.9412, -2.1772, 2.8657], [1.4178, 1.3930, -1.5496], [2.7103, 1.7344, -1.0933], [3.7722, 1.8233, -1.9889], [5.0565, 2.0977, -1.5425], [5.3141, 2.2641, -0.1913], [4.2596, 2.1649, 0.7103], [2.9679, 1.9117, 0.2664], [6.9828, 2.5854, 0.3915], [6.8372, 3.7194, 1.2887], [7.7406, 2.8503, -0.8198], [7.3770, 1.3554, 1.0746], [0.6609, 1.6275, -0.9220], [1.2010, 1.7144, -2.4810], [3.5809, 1.6875, -3.0489], [5.8831, 2.1892, -2.2348], [4.4593, 2.3160, 1.7643], [2.1455, 1.8598, 0.9738], [-1.7182, -4.0023, -1.0254], [-2.1013, -2.8490, -1.1506], [-3.4313, -2.4793, -1.3252], [-3.5770, -1.0394, -1.2367], [-2.0668, -0.6356, -1.2184], [-1.6923, 0.5336, -1.2314], [-1.2987, -1.7315, -1.1621], [-4.2522, -0.4184, -2.4493], [-4.5445, -1.1686, -3.5804], [-5.1259, -0.5700, -4.6928], [-5.4132, 0.7856, -4.6860], [-5.1166, 1.5421, -3.5580], [-4.5429, 0.9446, -2.4479], [-4.2785, -0.6478, 0.0612], [-5.6591, -0.8152, 0.1517], [-6.3315, -0.5555, 1.3353], [-5.6302, -0.1117, 2.4494], [-4.2587, 0.0713, 2.3645], [-3.5855, -0.1944, 1.1776], [-4.1596, -3.1096, -1.0344], [-4.3060, -2.2241, -3.5884], [-5.3515, -1.1682, -5.5673], [-5.8594, 1.2537, -5.5545], [-5.3310, 2.6035, -3.5444], [-4.3038, 1.5355, -1.5729], [-6.2134, -1.1392, -0.7226], [-7.4043, -0.6936, 1.3874], [-6.1527, 0.0979, 3.3743], [-3.7046, 0.4266, 3.2244], [-2.5175, -0.0303, 1.1173]], "forces_ev_per_a": [[1.548, -0.100, 0.049], [0.009, 0.009, -0.027], [-0.045, 0.000, 0.021], [0.038, 0.039, 0.051], [0.084, 0.063, -0.078], [-0.174, 0.048, -0.051], [-0.006, -0.018, 0.008], [-0.042, -0.130, 0.086], [-0.010, 0.074, -0.056], [0.003, -0.004, 0.002], [-0.002, 0.003, -0.009], [0.010, 0.002, 0.001], [0.009, -0.003, -0.016], [0.081, 0.064, 0.001], [0.009, -0.039, -0.001], [0.087, 0.068, 0.068], [0.009, 0.007, -0.021], [-0.069, 0.046, -0.079], [0.012, 0.010, 0.016], [-0.088, -0.078, 0.074], [0.032, 0.048, -0.099], [0.020, -0.096, 0.024], [-0.003, 0.101, -0.050], [-0.026, 0.018, 0.039], [0.008, 0.001, -0.010], [-0.072, -0.195, 0.080], [-0.066, 0.004, -0.042], [0.028, 0.044, 0.006], [0.019, 0.003, -0.008], [-0.008, -0.011, -0.011], [-0.024, -0.002, 0.004], [0.018, -0.002, 0.019], [-0.082, 0.046, -0.010], [-0.027, 0.081, 0.004], [-0.034, 0.011, -0.110], [0.002, 0.004, 0.009], [-0.031, -0.050, 0.041], [-0.027, -0.005, 0.035], [-1.231, -0.016, -0.025], [0.015, -0.024, 0.006], [-0.009, -0.001, -0.022], [-0.001, 0.006, 0.018], [0.017, -0.001, 0.012], [0.002, -0.022, 0.005], [0.002, 0.012, 0.006], [-0.018, 0.006, -0.017], [-0.021, 0.003, 0.003], [0.017, -0.001, 0.014], [0.002, 0.002, -0.021], [0.005, -0.012, -0.025], [-0.003, 0.001, 0.008], [0.032, -0.005, 0.084], [0.001, 0.009, -0.002], [0.007, 0.000, 0.004], [-0.011, -0.003, 0.006], [0.002, 0.000, -0.003], [0.005, -0.003, -0.011], [0.007, -0.005, 0.009], [0.001, 0.002, -0.003], [0.004, -0.002, -0.003], [-0.004, 0.001, -0.007], [-0.008, -0.007, 0.005]], "e_lumo_ha": 0.0647, "e_tot_ha": -4630.4629, "e_above_lowest_ev": 0.1219, "total_charge": -1}

=====

(3)
{"formula": "C27H23BrN5O2PtSe", "method": "ωB97M-V/def2-TZVPD", "species": ["Pt", "O", "C", "C", "C", "C", "C", "C", "C", "O", "N", "N", "C", "C", "Br", "C", "C", "C", "C", "C", "C", "C", "H", "H", "H", "H", "H", "H", "H", "H", "H", "H", "H", "H", "H", "H", "C", "C", "C", "N", "C", "C", "H", "H", "H", "H", "H", "Se", "N", "C", "C", "C", "C", "C", "C", "N", "H", "H", "H", "H"], "xyz": [[-0.0537, -1.6309, 0.0671], [3.2880, 2.8299, 0.3441], [4.1304, 1.7674, 0.1008], [5.4498, 2.0670, -0.1972], [6.3366, 1.0396, -0.4752], [5.9123, -0.2836, -0.4488], [4.5883, -0.5707, -0.1583], [3.6819, 0.4484, 0.1085], [2.2308, 0.1313, 0.3897], [1.9845, -1.2141, 0.5428], [1.4347, 0.6981, -0.7244], [0.1516, 0.3486, -0.7808], [-0.6825, 0.9049, -1.5769], [-2.0696, 0.4804, -1.7323], [-2.5271, -1.2689, -1.0803], [-3.0397, 1.1595, -2.3432], [-2.9429, 2.5448, -2.8396], [-3.6068, 2.8734, -4.0225], [-3.5365, 4.1581, -4.5347], [-2.8211, 5.1379, -3.8582], [-2.1876, 4.8315, -2.6623], [-2.2503, 3.5435, -2.1532], [2.5360, 2.5379, 0.8708], [5.7631, 3.1026, -0.1970], [7.3679, 1.2754, -0.7044], [6.6097, -1.0845, -0.6547], [4.2274, -1.5900, -0.1352], [1.9152, 0.6743, 1.3021], [1.7953, 1.4201, -1.3325], [-0.3635, 1.7350, -2.2019], [-3.9824, 0.6538, -2.5185], [-4.1709, 2.1116, -4.5476], [-4.0453, 4.3980, -5.4588], [-2.7728, 6.1439, -4.2536], [-1.6566, 5.6003, -2.1165], [-1.7977, 3.3274, -1.1933], [0.1238, -6.5252, 0.1946], [0.7350, -5.7842, 1.1926], [0.6225, -4.4093, 1.1672], [-0.0657, -3.7653, 0.2141], [-0.6560, -4.4842, -0.7522], [-0.5820, -5.8615, -0.7957], [0.1992, -7.6045, 0.1866], [1.3004, -6.2581, 1.9821], [1.0978, -3.7929, 1.9166], [-1.1976, -3.9281, -1.5058], [-1.0711, -6.3968, -1.5968], [1.1496, -1.1340, 3.1623], [-0.3020, -0.8848, 2.1202], [-1.2961, -0.4700, 2.8845], [-2.6079, -0.1115, 2.4348], [-3.5025, 0.3149, 3.3533], [-3.1817, 0.4164, 4.7556], [-1.9590, 0.0938, 5.2226], [-0.9659, -0.3635, 4.2899], [0.2633, -0.6987, 4.6215], [-2.8590, -0.1835, 1.3887], [-4.4976, 0.5938, 3.0306], [-3.9442, 0.7643, 5.4394], [-1.6996, 0.1708, 6.2693]], "forces_ev_per_a": [[-0.073, 0.266, -0.092], [0.002, -0.072, -0.011], [-0.071, 0.110, 0.024], [0.081, -0.040, -0.013], [-0.015, 0.000, 0.006], [-0.024, 0.038, 0.004], [0.001, -0.006, -0.020], [0.064, -0.072, -0.012], [0.017, -0.036, -0.156], [0.283, 0.147, 0.110], [0.069, -0.217, -0.009], [-0.027, -0.121, -0.062], [-0.180, 0.079, -0.015], [0.293, -0.109, 0.111], [-0.268, -0.009, -0.276], [-0.053, 0.246, -0.125], [-0.012, -0.118, 0.031], [0.003, 0.007, -0.048], [0.011, -0.013, 0.023], [-0.003, -0.001, -0.007], [-0.016, -0.023, -0.005], [0.001, 0.023, 0.034], [0.007, 0.035, 0.010], [-0.006, -0.014, 0.000], [-0.016, -0.007, 0.004], [-0.012, 0.012, 0.000], [0.012, 0.008, -0.001], [-0.006, 0.060, 0.048], [-0.036, 0.062, 0.052], [-0.023, 0.032, 0.006], [-0.016, 0.024, 0.026], [0.006, 0.012, 0.003], [0.003, -0.004, 0.009], [-0.003, -0.013, 0.001], [-0.007, -0.010, -0.005], [0.007, -0.016, -0.003], [0.005, -0.043, 0.001], [0.013, -0.035, 0.014], [-0.026, 0.084, -0.083], [0.017, -0.037, 0.171], [0.015, 0.006, 0.082], [-0.017, -0.011, -0.025], [-0.003, 0.013, 0.000], [-0.007, 0.002, -0.004], [0.007, 0.027, 0.004], [0.000, 0.001, -0.003], [0.003, 0.001, 0.009], [0.089, -0.165, 0.023], [0.053, -0.190, 0.263], [-0.176, 0.049, -0.141], [0.146, -0.082, 0.103], [-0.058, 0.034, 0.165], [-0.119, 0.021, -0.120], [0.129, -0.069, -0.068], [-0.023, 0.033, 0.116], [-0.067, 0.104, -0.110], [0.008, 0.002, -0.021], [0.007, 0.007, 0.029], [-0.016, 0.003, -0.029], [0.027, -0.013, -0.018]], "e_lumo_ha": [-0.1329, -0.1457], "e_tot_ha": -6561.3744, "total_charge": 1, "multiplicity": 3, "s2": 2.006}